A structure of composition C41H42BrN8O3P2ReSSe2 in a non-equilibrium geometry. Source: the OMol25 dataset; level of theory: the ωB97M-V functional and the def2-TZVPD basis.

Positions of all 101 atoms, in Å:
Re  0.1350  0.3567  0.0047
N  1.2412  2.5782  -0.3465
C  1.7668  3.2410  0.8480
C  0.8084  3.0224  1.9859
N  0.5703  1.5820  2.0859
H  1.9863  2.2014  -0.9266
H  0.6862  3.2078  -0.9150
H  1.9332  4.3092  0.7000
H  2.7259  2.7871  1.1021
H  -0.1471  3.5153  1.7974
H  1.2254  3.4380  2.9062
H  -0.1106  1.3753  2.8076
H  1.4374  1.0968  2.3285
Se  -4.1236  1.8118  -5.0911
P  -2.0485  2.0632  -5.3653
C  -1.5734  3.7906  -5.6826
C  -0.2815  4.2505  -5.4285
C  0.0519  5.5638  -5.7320
C  -0.8939  6.4152  -6.2869
C  -2.1816  5.9581  -6.5334
C  -2.5233  4.6467  -6.2326
C  -1.3978  1.0751  -6.7446
C  -0.0266  1.0076  -7.0074
C  0.4234  0.2812  -8.0980
C  -0.4790  -0.3711  -8.9274
C  -1.8393  -0.2986  -8.6698
C  -2.3016  0.4254  -7.5791
C  -1.0750  1.6078  -3.9029
C  -1.4076  1.4169  -2.5679
N  -0.2199  1.1273  -1.9418
N  0.7511  1.1176  -2.8467
N  0.2628  1.4062  -4.0139
P  -2.7482  1.9769  -1.5223
Se  -2.2293  1.2189  0.4670
C  -2.6427  3.7755  -1.6438
C  -3.3114  4.4814  -2.6426
C  -3.0607  5.8373  -2.8010
C  -2.1291  6.4789  -1.9983
C  -1.4599  5.7733  -1.0054
C  -1.7260  4.4270  -0.8197
C  -4.4024  1.3847  -1.8346
C  -4.5917  0.0288  -2.0916
C  -5.8758  -0.4773  -2.1530
C  -6.9646  0.3651  -1.9496
C  -6.7707  1.7118  -1.6840
C  -5.4841  2.2286  -1.6114
H  0.4606  3.5904  -4.9984
H  1.0557  5.9208  -5.5369
H  -0.6254  7.4364  -6.5281
H  -2.9216  6.6239  -6.9599
H  -3.5261  4.2820  -6.4181
H  0.6794  1.4979  -6.3548
H  1.4848  0.2267  -8.3044
H  -0.1194  -0.9382  -9.7767
H  -2.5439  -0.8023  -9.3187
H  -3.3611  0.4854  -7.3700
H  -4.0086  3.9756  -3.2992
H  -3.5926  6.3905  -3.5640
H  -1.9242  7.5315  -2.1441
H  -0.7353  6.2768  -0.3775
H  -1.2377  3.8697  -0.0302
H  -3.7373  -0.6164  -2.2610
H  -6.0371  -1.5274  -2.3586
H  -7.9703  -0.0332  -1.9934
H  -7.6207  2.3629  -1.5298
H  -5.3267  3.2742  -1.3840
C  3.4067  -3.1957  3.4264
C  2.2964  -2.4706  4.2001
C  1.1704  -2.1006  3.2879
N  1.1601  -1.1157  2.4781
N  0.0199  -1.0340  1.7096
C  -0.8667  -1.9648  2.0035
N  -2.0884  -2.0737  1.4513
S  -0.3010  -3.0580  3.2056
H  4.2527  -3.3856  4.0863
H  3.7359  -2.5947  2.5808
H  3.0484  -4.1487  3.0347
H  2.6893  -1.5563  4.6445
H  1.9165  -3.1110  4.9959
H  -2.4537  -1.2792  0.9415
H  -2.7520  -2.7071  1.8612
C  -0.9740  -2.3991  -1.4023
C  0.1385  -1.3913  -1.2759
O  1.1265  -1.4504  -1.9506
H  -0.8402  -2.9452  -2.3363
H  -1.9511  -1.9146  -1.3832
H  -0.9170  -3.1058  -0.5750
Br  4.1606  0.6902  2.7801
C  5.0745  0.1972  1.1813
C  6.4086  0.5558  1.0748
C  7.1159  0.2011  -0.0646
C  6.4877  -0.5055  -1.0791
C  5.1536  -0.8581  -0.9563
C  4.4273  -0.5078  0.1768
C  2.9615  -0.8512  0.2250
O  2.5833  -1.9927  0.3608
O  2.2093  0.2145  0.0894
H  6.8846  1.1082  1.8732
H  8.1590  0.4764  -0.1486
H  7.0364  -0.7803  -1.9706
H  4.6482  -1.4022  -1.7453

Summary:
⟨S²⟩ = 0.82
Spin multiplicity = 2
Orbital gap (spin up / spin down) = 6.742 / 6.939 eV
E_LUMO (spin up / spin down) = -0.1275 / -0.1204 Ha
Charge = +1
Relative energy (zero: lowest compared OMol25 entry of this formula, charge and spin) = 1.445 eV

Mulliken population analysis, charges in e, atoms 1 to 2:
1 Re 1.495
2 N -0.364



A structure of composition C41H42N3OsPSSe2Si. Source: the OMol25 dataset; level of theory: the ωB97M-V functional and the def2-TZVPD basis.

Positions of all 92 atoms, in Å:
Os  -0.4427  -0.2450  -0.2096
Se  -1.4095  0.9851  1.5804
P  -2.2904  2.4516  0.1331
Se  -1.8776  1.2612  -1.6445
C  -4.0093  2.7793  0.4516
C  -4.9233  1.7228  0.4363
C  -6.2512  1.9694  0.7213
C  -6.6711  3.2624  1.0188
C  -5.7683  4.3149  1.0244
C  -4.4309  4.0818  0.7435
C  -1.3734  3.9867  0.2085
C  -1.0730  4.6472  -0.9806
C  -0.4001  5.8583  -0.9373
C  -0.0168  6.3969  0.2825
C  -0.3141  5.7358  1.4692
C  -0.9987  4.5316  1.4368
H  -4.5959  0.7189  0.1877
H  -6.9648  1.1572  0.7079
H  -7.7128  3.4503  1.2419
H  -6.1050  5.3178  1.2471
H  -3.7288  4.9025  0.7389
H  -1.3679  4.2231  -1.9332
H  -0.1756  6.3809  -1.8573
H  0.5130  7.3396  0.3110
H  -0.0211  6.1634  2.4181
H  -1.2441  4.0285  2.3646
C  -1.2404  -1.7859  -1.1442
Si  0.0438  -1.5991  -2.6292
C  1.6498  -0.7849  -1.9028
N  1.4732  0.2624  -0.8309
C  1.5890  1.6403  -1.4394
C  1.9118  2.6626  -0.3669
C  3.3619  2.4676  0.0896
C  3.7321  0.9752  0.0225
C  2.4999  0.1269  0.2748
C  0.4752  -3.3119  -3.1907
C  0.9680  -3.4287  -4.4952
C  1.3571  -4.6624  -4.9970
C  1.2473  -5.7972  -4.2086
C  0.7382  -5.7019  -2.9203
C  0.3544  -4.4705  -2.4160
C  -0.6729  -0.5616  -3.9881
C  -1.9309  -0.8996  -4.5039
C  -2.4925  -0.1742  -5.5420
C  -1.8030  0.9001  -6.0872
C  -0.5522  1.2445  -5.5971
C  0.0081  0.5168  -4.5561
H  -1.1880  -2.7692  -0.6744
H  -2.2138  -1.6378  -1.6192
H  2.2215  -0.3569  -2.7288
H  2.2568  -1.5920  -1.4946
H  0.6695  1.8508  -1.9811
H  2.4083  1.6000  -2.1594
H  1.2057  2.5606  0.4641
H  1.7555  3.6618  -0.7711
H  3.4994  2.8569  1.0981
H  4.0273  3.0374  -0.5598
H  4.4767  0.7141  0.7740
H  4.1733  0.7160  -0.9425
H  2.0189  0.4479  1.2007
H  2.7378  -0.9287  0.3766
H  1.0424  -2.5558  -5.1332
H  1.7375  -4.7364  -6.0067
H  1.5426  -6.7603  -4.6023
H  0.6260  -6.5919  -2.3155
H  -0.0795  -4.4342  -1.4256
H  -2.4809  -1.7436  -4.0990
H  -3.4642  -0.4481  -5.9302
H  -2.2379  1.4631  -6.9022
H  -0.0093  2.0735  -6.0316
H  0.9890  0.8034  -4.1969
S  2.0405  -5.0181  3.8710
C  1.4081  -3.7186  2.9057
C  1.4769  -3.8493  1.5121
C  0.9818  -2.8523  0.7131
N  0.4280  -1.7140  1.1750
C  0.3750  -1.5948  2.5121
C  0.8382  -2.5444  3.3958
C  1.7448  -4.4257  5.5233
C  0.5381  -4.6950  6.1507
C  0.3569  -4.2142  7.4419
N  1.2775  -3.5176  8.0978
C  2.4372  -3.2868  7.4918
C  2.7255  -3.7199  6.2036
H  1.9137  -4.7273  1.0546
H  1.0431  -2.9644  -0.3608
H  -0.0476  -0.6854  2.9123
H  0.7494  -2.3602  4.4566
H  -0.2366  -5.2661  5.6577
H  -0.5712  -4.4028  7.9685
H  3.1755  -2.7319  8.0583
H  3.6877  -3.5187  5.7529

Summary:
Orbital gap = 6.902 eV
E_LUMO = -0.2372 Ha
Charge = +2

Mulliken population analysis, charges in e, atoms 1 to 2:
1 Os 1.937
2 Se -0.322



E_tot list, top to bottom, in eV: -293536.6432; -208819.4503